Entry from the OMol25 dataset: an isolated molecule of C7H12N2 (the ωB97M-V functional and the def2-TZVPD basis).

Positions of all 21 atoms, in Å:
C (1.6002, 1.5614, 0.7318)
C (-1.7124, 0.5635, 1.2094)
C (0.8746, -0.5243, -0.6637)
C (0.6872, 0.5841, 0.0938)
C (-0.8252, 0.6475, -0.0173)
N (1.9870, -1.1486, -1.1674)
C (-0.6172, -0.8823, -0.8923)
C (-0.8298, -2.0674, -0.1700)
N (-0.9659, 1.7370, -0.8448)
H (1.8142, -1.9537, -1.7500)
H (2.7664, -1.2722, -0.5386)
H (-1.7019, 1.5771, -1.5375)
H (-0.9620, -0.8389, -1.9254)
H (1.6211, 1.4181, 1.8176)
H (1.2343, 2.5706, 0.5360)
H (2.6174, 1.4700, 0.3485)
H (-1.6293, 1.4860, 1.7858)
H (-2.7527, 0.4514, 0.8991)
H (-1.4410, -0.2762, 1.8510)
H (-0.7211, -2.1002, 0.9032)
H (-1.0438, -3.0029, -0.6691)

## Properties
HOMO-LUMO gap (alpha / beta) (eV): 7.912 / 7.304
LUMO energy (alpha / beta) (eV): 0.21 / -0.24

Löwdin population analysis, charges in e, atoms 1 to 6: -0.0426, -0.0226, -0.2752, -0.2201, -0.5088, 0.1158